47
Properties=species:S:1:pos:R:3 method="wB97M-V/def2-TZVPD" orbital_gap_ev=7.839 de_lowest_kcal_mol=145.0 smiles=CCCCOc1nc2nc(-c3ccco3)n(Cc3ccco3)c(N)c-2c1C#N charge=0
N 2.390 1.916 3.691
C 2.093 1.541 2.632
N 1.268 1.312 -0.877
N 0.435 -0.847 -1.325
O -0.279 -4.414 -1.619
O -2.356 -2.387 1.770
O 2.354 3.207 0.422
C 1.027 0.061 -0.479
C 0.195 -2.039 -0.790
C -0.873 -4.889 -2.819
C -3.712 -2.675 1.632
C 1.729 1.927 0.269
C -1.293 -3.892 -3.666
C -3.984 -3.797 0.937
C -0.873 -2.661 -2.989
C -2.628 -4.380 0.677
C 1.649 1.137 1.305
C -0.272 -3.042 -1.841
C 1.269 -0.158 0.857
C 0.903 -1.400 1.408
C -1.715 -3.509 1.256
N 1.092 -1.478 2.802
N 0.358 -2.394 0.587
C -0.258 -3.658 1.146
C -0.095 6.545 -0.278
C 2.615 4.003 -0.687
C 0.497 5.208 -0.620
C 1.946 5.320 -0.325
H -0.975 -6.018 -2.987
H -4.456 -1.957 2.011
H -1.689 -3.920 -4.603
H -5.044 -4.228 0.943
H -1.064 -1.682 -3.116
H -2.342 -5.220 0.100
H 0.316 -1.968 3.417
H 1.569 -0.650 3.185
H 0.195 -3.792 2.149
H -0.033 -4.588 0.533
H 0.342 7.061 0.687
H -1.200 6.352 -0.088
H 0.167 7.290 -1.022
H 3.732 4.078 -0.769
H 2.101 3.570 -1.574
H 0.367 5.006 -1.714
H 0.046 4.449 -0.034
H 2.409 6.137 -0.930
H 2.074 5.524 0.735